An isolated ion of composition C12H22NO3P2S and charge +1, computed with the ωB97M-V functional and the def2-TZVPD basis.

Each line ends with the natural charge from an NBO analysis.
Cartesian coordinates (Å):
C1 -0.382 -1.979 -0.311  -0.722
C2 1.553 1.881 -2.449  -0.599
C3 -3.057 -0.854 0.785  -0.963
H1 -2.255 1.999 0.475  0.227
H2 -3.743 -0.786 1.631  0.277
H3 1.005 2.608 0.883  0.192
P1 -1.489 -0.158 1.432  0.801
H4 1.567 1.009 -3.105  0.211
C4 1.554 0.188 2.072  -0.294
H5 -2.349 -0.405 -1.599  0.517
C5 0.981 2.743 -0.198  -0.615
C6 0.043 0.494 -1.022  -0.465
C7 -0.117 -0.521 0.151  -0.106
H6 2.919 -1.811 0.905  0.278
C8 -1.843 1.632 1.418  -0.954
C9 1.244 1.460 -0.995  -0.206
C10 2.766 -1.325 3.874  -0.129
H7 0.106 -0.057 -1.961  0.235
O1 -2.237 -1.097 -2.260  -0.961
H8 -0.708 -2.550 0.558  0.281
S1 1.327 -2.514 -0.803  0.432
C11 2.171 -0.592 3.138  -0.084
H9 0.048 3.210 -0.513  0.216
H10 -0.989 2.229 1.725  0.246
H11 -0.453 -3.657 -3.092  0.533
H12 2.543 2.332 -2.488  0.225
N1 1.152 -0.668 0.933  -0.326
H13 -2.986 -1.907 0.516  0.270
H14 0.689 0.726 2.451  0.265
C12 1.939 -1.590 0.501  0.051
H15 -3.515 -0.274 -0.020  0.214
H16 1.774 3.457 -0.430  0.232
O2 -2.296 -3.536 -1.381  -1.066
O3 -0.515 -2.696 -2.980  -0.981
H17 3.296 -1.955 4.552  0.260
H18 0.812 2.591 -2.814  0.216
H19 -0.873 1.087 -1.076  0.218
H20 2.151 0.977 -0.624  0.188
H21 -2.622 1.765 2.172  0.267
P2 -1.480 -2.383 -1.759  2.367
H22 2.270 0.930 1.708  0.254

Its total charge is +1. The calculation puts the frontier orbital gap at 2.6 eV. The value obtained for the relative energy (zero: lowest compared OMol25 entry of this formula, charge and spin) is 0.0 kJ/mol. The energy comes out at -1831.583144 Ha. The value obtained for the molar mass is 322.3 g mol⁻¹.